A 7-piece molecular cluster, C45H102I2N2O11 overall. Source: the Open Molecules 2025 dataset; level of theory: ωB97M-V/def2-TZVPD.

Results
**E_HOMO**: -8.79 eV
**Total charge**: 0
**Gap between HOMO and LUMO**: 8.8 eV

Structure (XYZ):
```
162
Properties=species:S:1:pos:R:3:forces:R:3
C -4.88798 2.98078 1.71290 0.1678 0.0544 -0.1235
C -3.74940 2.40260 0.88724 0.1095 0.0119 -0.0722
C -2.36126 2.75848 1.44838 -0.0716 -0.3990 -0.2106
C -1.70669 1.61849 2.25782 0.0570 0.4904 -0.4095
N -0.62537 0.94164 1.53610 -0.1013 -0.3067 0.4856
C -0.72699 -0.46449 1.33650 -0.6212 0.4523 -0.2612
O -1.86177 -0.72204 0.52910 0.0422 -0.0540 0.1313
C -1.97038 0.02650 -0.66803 -0.1367 0.2418 -0.6569
C -3.26939 -0.32735 -1.36952 0.2929 0.2406 -0.0824
O -1.12419 -1.22814 2.48396 0.6290 -0.3500 0.0164
C -0.66469 -1.13954 3.83044 -0.3374 0.3880 -0.0038
C -1.86400 -0.70696 4.66005 -0.3875 -0.2337 -0.2859
O -2.91396 -1.64482 4.34508 0.0351 -0.1975 0.5776
C -3.94486 -1.66058 5.21091 -0.3235 1.8419 1.1389
C -4.77348 -2.90113 5.06598 0.0281 0.0115 -0.0746
O -4.17284 -0.74492 6.01052 0.5967 -1.8734 -1.4796
C 0.62686 -0.36106 4.15733 0.1119 -0.4187 0.3485
I 0.38177 1.54078 5.18516 0.1146 0.1314 0.0450
C 1.59584 -1.13011 5.07433 -0.2316 0.6764 0.3585
C 1.07679 -1.50172 6.46086 0.0917 -0.5085 -0.0550
I 2.32994 -2.88449 4.11136 -0.0049 -0.1638 -0.3717
C 0.56041 -1.03503 0.68894 0.1752 0.1538 0.2569
O 0.97795 -0.08132 -0.27148 -0.2029 -0.1135 -0.0602
C 2.13963 -0.39101 -1.00239 0.2062 -0.0679 -0.2132
C 2.35083 0.71829 -2.01504 -0.0318 -0.0918 0.1823
N 3.59501 0.47890 -2.76067 -0.1776 0.2965 -0.1232
C 0.41760 -2.48251 0.18896 0.0309 -0.4180 -0.0851
C 1.78325 -3.21638 0.13718 -0.0510 0.2038 -0.2401
C -0.35427 -2.68591 -1.13295 -0.1200 -0.2778 -0.0739
C -1.74377 -3.31848 -0.95607 0.3591 -0.5047 -0.0274
H -5.84686 2.74035 1.25702 -0.1194 0.0137 0.1027
H -4.86286 2.59361 2.73223 -0.0814 -0.0345 0.0617
H -4.78926 4.06595 1.76489 -0.1057 0.0510 0.0154
H -3.83046 2.74579 -0.14661 -0.0938 0.1074 0.0154
H -3.85594 1.31769 0.84868 0.0399 -0.0694 -0.0043
H -2.45224 3.64741 2.07384 0.0462 0.1070 0.0157
H -1.68392 2.99514 0.62717 0.0662 0.1541 0.0427
H -2.47379 0.89007 2.51125 0.0286 -0.0849 0.0334
H -1.30175 2.04575 3.17238 -0.1586 -0.1288 0.0542
H 0.29806 1.27017 1.75994 0.1123 0.0449 -0.1035
H -1.13020 -0.15357 -1.33884 -0.0339 0.0492 0.1351
H -1.96277 1.09475 -0.47581 0.0692 0.0868 0.2737
H -3.48919 0.47652 -2.07448 -0.1170 0.0107 -0.0099
H -4.07900 -0.39123 -0.64578 -0.1225 -0.1248 -0.0437
H -3.18613 -1.23991 -1.95455 -0.1493 -0.0724 0.1879
H -0.46136 -2.16146 4.16626 0.0403 -0.1468 -0.3843
H -1.66509 -0.79181 5.72518 0.0659 0.3039 0.0854
H -2.19366 0.29187 4.39491 0.0395 0.0641 0.2518
H -4.14455 -3.75379 4.82252 0.0382 -0.0145 0.0402
H -5.31919 -3.07124 5.98792 -0.0765 0.0075 -0.0043
H -5.47565 -2.77697 4.24243 -0.0673 0.0742 0.0035
H 1.17043 -0.08374 3.26791 -0.0267 0.0465 -0.1944
H 2.45590 -0.47638 5.20288 0.2198 -0.2690 -0.1247
H 1.15895 -0.66711 7.15180 -0.2185 0.1448 -0.0515
H 1.67814 -2.31392 6.86495 0.0783 0.0663 0.0655
H 0.05502 -1.88008 6.43129 -0.0350 0.1103 0.0187
H 1.31928 -1.06515 1.48050 0.1400 -0.0532 0.1562
H 2.04402 -1.33780 -1.53962 -0.0551 -0.0222 -0.0071
H 3.02535 -0.47814 -0.36161 -0.0116 0.0592 0.1544
H 2.37239 1.67052 -1.48190 0.0505 0.0497 -0.0128
H 1.47779 0.74160 -2.67031 0.0080 0.0527 -0.0704
H 4.19760 1.28610 -2.68269 0.1384 -0.0195 0.1179
H 3.39350 0.40631 -3.74804 0.0103 -0.1676 -0.0604
H -0.16691 -2.99707 0.95377 -0.0249 0.1871 0.1750
H 1.72958 -4.17936 0.63984 0.0467 -0.0337 0.1107
H 2.08332 -3.41024 -0.89303 -0.0027 -0.0387 0.0070
H 2.58722 -2.62565 0.56719 0.0988 -0.0645 0.3112
H 0.21778 -3.39915 -1.72703 0.0774 0.1346 -0.1592
H -0.40395 -1.77599 -1.72902 0.0599 0.0069 0.1141
H -2.19146 -3.05735 -0.00151 -0.1948 0.2358 -0.1268
H -1.62362 -4.40507 -0.97335 -0.0564 -0.0528 0.0820
H -2.40827 -3.07888 -1.78343 -0.0721 0.0426 0.0941
C -4.12603 6.26553 -3.36769 -0.0883 0.0560 0.0544
C -4.83923 4.96205 -3.04925 0.0633 -0.0261 -0.0777
O -5.45761 4.94169 -1.77616 0.0449 -0.0912 0.0675
C -6.48323 5.89461 -1.57310 -0.0862 0.0547 0.0320
C -7.67026 5.72979 -2.50802 0.0740 -0.0283 -0.0808
H -3.45184 6.53670 -2.55453 0.0386 -0.0205 -0.0097
H -3.54518 6.15803 -4.28387 0.0139 -0.0164 -0.0058
H -4.82539 7.08989 -3.51505 0.0001 -0.0052 -0.0261
H -4.11642 4.14593 -3.02310 -0.0035 -0.0147 0.0222
H -5.56410 4.72005 -3.83544 -0.0044 0.0205 0.0000
H -6.08313 6.91309 -1.63835 -0.0028 0.0000 -0.0242
H -6.80410 5.74501 -0.54214 0.0178 -0.0196 0.0131
H -7.41909 5.98401 -3.53886 -0.0068 0.0237 0.0062
H -8.48448 6.38413 -2.19604 -0.0087 0.0041 0.0184
H -8.02418 4.69820 -2.49184 -0.0283 -0.0002 0.0322
C 1.33813 3.78960 1.72007 0.1010 0.1001 -0.0371
C 2.54912 3.19153 2.41725 -0.0999 -0.0063 0.0165
O 3.76957 3.39268 1.73023 0.0438 -0.1027 -0.0488
C 4.16280 4.74209 1.56598 0.0288 0.1290 -0.0221
C 4.40545 5.48016 2.87225 -0.1038 -0.0789 0.0559
H 1.30333 3.47113 0.67699 -0.0491 -0.0669 0.0028
H 0.42334 3.46430 2.21786 0.0029 0.0401 0.0076
H 1.35233 4.88031 1.73842 -0.0169 0.0010 0.0384
H 2.43584 2.10676 2.47911 0.0630 -0.0400 -0.0048
H 2.61979 3.55662 3.44766 -0.0129 0.0084 -0.0009
H 3.43672 5.28347 0.94891 -0.0185 0.0064 0.0169
H 5.08935 4.69807 0.99505 0.0184 -0.0248 0.0010
H 3.47990 5.65319 3.42344 -0.0040 0.0249 -0.0128
H 4.85702 6.45212 2.67291 0.0156 0.0036 -0.0160
H 5.07569 4.90586 3.51299 0.0429 0.0166 -0.0136
C 9.12268 -3.53019 3.58614 -0.0810 0.0726 0.0112
C 8.13266 -4.43900 2.87605 0.0849 -0.0362 -0.0377
O 6.81861 -4.37469 3.39613 -0.0281 -0.0239 0.0252
C 6.18731 -3.11025 3.30427 -0.0822 0.0719 -0.0479
C 5.99393 -2.61640 1.87963 0.1028 -0.0385 -0.0293
H 9.07691 -3.68868 4.66414 0.0289 -0.0316 0.0079
H 10.13568 -3.74201 3.24317 0.0099 -0.0193 -0.0018
H 8.92250 -2.47555 3.39176 0.0168 -0.0013 -0.0216
H 8.43351 -5.47929 3.00003 -0.0168 -0.0135 0.0156
H 8.13211 -4.23414 1.79909 0.0009 0.0227 0.0035
H 6.72769 -2.36380 3.89879 0.0073 0.0000 -0.0171
H 5.21111 -3.24255 3.76918 0.1190 -0.0452 0.0441
H 6.93834 -2.35208 1.40141 -0.0039 0.0297 0.0041
H 5.36332 -1.72593 1.87787 -0.0194 -0.0030 0.0131
H 5.51312 -3.38537 1.27275 -0.0462 0.0102 0.0102
C 8.62502 5.60310 -3.72185 -0.0395 -0.1082 0.0010
C 7.46460 5.92397 -2.79427 0.0785 0.0849 0.0216
O 6.29411 5.17288 -3.05601 -0.0689 -0.0011 -0.0164
C 6.42219 3.77143 -2.90479 0.0344 -0.0908 0.0185
C 6.78211 3.33389 -1.49477 0.0733 0.0803 -0.0076
H 8.30351 5.65392 -4.76259 0.0077 0.0420 -0.0124
H 9.43313 6.31869 -3.56915 -0.0020 0.0212 0.0015
H 9.02953 4.60597 -3.54230 0.0192 0.0112 0.0180
H 7.16539 6.96379 -2.92487 -0.0270 0.0000 -0.0119
H 7.77068 5.80995 -1.74772 0.0082 -0.0181 -0.0063
H 7.14396 3.36972 -3.62557 0.0038 0.0011 0.0122
H 5.44610 3.36980 -3.17747 -0.0447 0.0350 -0.0230
H 7.80081 3.61811 -1.22646 0.0036 -0.0320 -0.0087
H 6.70787 2.24985 -1.40588 -0.0133 -0.0245 -0.0080
H 6.10338 3.78792 -0.77357 -0.0492 -0.0372 0.0091
C -0.96129 -9.71006 -3.08283 -0.1054 0.0334 0.0181
C -0.53657 -8.64027 -2.09031 0.0794 -0.0635 0.0036
O -1.32997 -7.46928 -2.13272 0.0051 0.0605 -0.0233
C -2.69820 -7.64575 -1.81598 -0.1099 0.0454 0.0592
C -2.94239 -8.15020 -0.40299 0.1055 -0.0756 -0.0117
H -1.05061 -9.28505 -4.08310 0.0398 -0.0043 -0.0183
H -0.22188 -10.51080 -3.10678 0.0219 0.0009 -0.0018
H -1.92146 -10.15585 -2.81911 0.0131 -0.0186 0.0148
H 0.47354 -8.30291 -2.32212 0.0007 0.0264 -0.0086
H -0.50916 -9.05161 -1.07461 -0.0189 -0.0107 -0.0031
H -3.18460 -8.30222 -2.54669 0.0160 -0.0216 0.0067
H -3.14457 -6.65778 -1.93027 0.0376 0.0255 -0.0254
H -2.61640 -9.18339 -0.27366 -0.0276 -0.0088 -0.0055
H -4.00669 -8.10859 -0.17068 -0.0140 0.0178 -0.0034
H -2.40171 -7.53418 0.31662 -0.0339 0.0366 0.0084
C -6.32688 -0.35768 -3.31770 -0.0132 -0.0873 -0.1045
C -5.75085 0.70889 -4.23373 -0.0417 0.0685 0.0934
O -4.75638 0.23115 -5.12145 0.0416 0.0346 0.0049
C -5.18237 -0.75890 -6.03809 0.0032 -0.0815 -0.0674
C -6.27086 -0.29133 -6.99039 -0.0371 0.0633 0.0822
H -5.52451 -0.90030 -2.81929 0.0017 0.0162 0.0506
H -6.96004 0.10628 -2.56092 0.0115 0.0167 0.0208
H -6.93705 -1.08201 -3.86001 -0.0264 0.0329 -0.0089
H -5.25103 1.47323 -3.63740 0.0171 0.0019 0.0003
H -6.55281 1.21283 -4.78628 -0.0051 -0.0180 -0.0094
H -5.50237 -1.66332 -5.50779 -0.0198 0.0071 0.0033
H -4.28782 -1.02267 -6.60225 0.0196 0.0168 0.0059
H -7.22075 -0.12881 -6.47906 -0.0060 -0.0253 -0.0043
H -6.43694 -1.04147 -7.76386 0.0134 -0.0115 -0.0114
H -5.98026 0.64538 -7.46750 0.0202 -0.0130 -0.0352
```
Forces are in eV/Å.

Löwdin population analysis, charges in e, atoms 1 to 8: atom 1 (C): -0.10, atom 2 (C): -0.26, atom 3 (C): -0.18, atom 4 (C): -0.21, atom 5 (N): 0.08, atom 6 (C): -0.45, atom 7 (O): -0.04, atom 8 (C): -0.24